ORCA calculation (wB97M-V/def2-TZVPD) on a structure of composition H12MnO6.

Properties
<S²>: 8.752
total charge: +2
ΔE to the lowest compared entry with this formula, charge and spin: 5.68 kcal per mole
total energy: -43787.1008 eV
2S+1: 6
HOMO (spin up / spin down): -18.4 / -20.4 eV
frontier orbital gap (spin up / spin down): 11.3299 / 13.3336 eV

```
19
Properties=species:S:1:pos:R:3:forces:R:3
Mn 6.960 15.877 0.375 0.110 -0.337 1.193
O 8.664 14.700 1.239 0.349 -0.163 0.030
H 8.783 14.403 2.157 -0.128 0.125 -0.179
H 9.489 14.458 0.786 -0.188 0.075 0.091
O 6.212 16.055 2.463 -0.012 0.236 0.372
H 6.279 16.843 3.026 -0.020 -0.169 -0.126
H 5.684 15.422 2.975 0.067 0.061 -0.227
O 5.885 13.914 0.672 -0.132 -0.311 -0.083
H 6.347 13.076 0.838 -0.054 0.201 -0.080
H 4.943 13.681 0.636 0.213 0.105 -0.034
O 8.029 15.935 -1.430 0.602 -0.610 -0.902
H 8.226 15.082 -1.858 -0.063 0.314 -0.051
H 8.478 16.601 -1.978 -0.142 -0.024 0.300
O 5.282 16.651 -0.620 -0.219 0.177 -0.644
H 5.469 17.435 -1.167 -0.321 -0.180 0.125
H 4.770 16.053 -1.195 -0.002 0.299 0.174
O 8.071 17.741 0.809 -0.114 0.309 0.395
H 7.642 18.571 1.080 0.230 -0.139 -0.151
H 8.906 17.705 1.306 -0.175 0.031 -0.205
```
Forces are in eV/Å.



ORCA calculation (wB97M-V/def2-TZVPD) on a structure of composition C36H53BMgN4P2Se2Te2.

Properties
total charge: -2
ΔE to the lowest compared entry with this formula, charge and spin: 27.53 kcal per mole
total energy: -214136.4505 eV
HOMO: -0.8 eV
frontier orbital gap: 4.7044 eV

```
101
Properties=species:S:1:pos:R:3:forces:R:3
Mg -1.744 0.324 -1.215 -0.676 0.370 0.241
C -1.059 3.981 -4.554 -0.052 0.001 0.011
C -0.799 2.481 -4.377 -0.062 0.147 0.072
C -2.119 1.735 -4.607 -0.041 0.065 -0.115
C 0.224 2.053 -5.435 -0.018 -0.024 -0.149
P -0.304 2.010 -2.624 0.409 -0.877 -0.275
C 0.664 0.432 -3.069 0.068 0.073 0.165
N 1.178 -0.300 -1.924 0.184 0.050 -0.014
B 0.462 -1.103 -0.919 0.527 -0.649 -0.134
N 1.503 -1.421 0.058 0.070 0.097 0.027
C 1.421 -2.303 1.212 0.080 0.093 0.080
P 0.139 -1.790 2.469 0.014 0.075 -0.218
C 1.123 -0.543 3.483 -0.053 0.072 0.068
C 2.533 -0.886 3.965 0.079 0.067 -0.020
C 0.269 -0.145 4.695 -0.060 -0.014 0.031
C 1.215 0.683 2.554 -0.015 0.032 0.029
C -0.037 -3.402 3.418 -0.101 -0.050 0.166
C -1.247 -3.200 4.346 0.011 -0.035 0.047
C 1.146 -3.914 4.238 0.016 -0.082 0.013
C -0.435 -4.471 2.385 -0.052 -0.030 0.027
C 2.733 -1.004 -0.426 -0.070 -0.060 0.200
C 4.017 -1.179 0.072 0.008 0.058 -0.027
C 5.103 -0.680 -0.653 -0.097 -0.002 -0.013
C 4.910 -0.022 -1.859 -0.130 -0.012 0.017
C 3.619 0.159 -2.365 0.182 -0.032 0.021
C 2.542 -0.324 -1.645 -0.353 -0.089 -0.203
C 0.979 3.150 -1.903 -0.142 0.227 0.264
C 2.148 3.437 -2.836 0.158 0.020 0.006
C 0.315 4.476 -1.492 -0.016 0.017 -0.085
C 1.486 2.500 -0.601 0.053 0.020 0.005
H -1.567 4.111 -5.517 0.067 0.015 0.046
H -1.723 4.367 -3.782 -0.040 0.010 0.090
H -0.133 4.564 -4.584 -0.041 -0.029 0.046
H -2.441 1.888 -5.643 -0.004 -0.021 0.031
H -2.057 0.655 -4.459 0.033 -0.037 0.030
H -2.908 2.113 -3.954 0.008 0.015 0.041
H -0.093 2.480 -6.393 0.018 -0.036 0.023
H 1.235 2.414 -5.231 -0.046 0.016 -0.002
H 0.259 0.971 -5.563 0.002 0.021 -0.010
H -0.056 -0.189 -3.608 -0.034 -0.009 0.001
H 1.479 0.622 -3.763 0.019 0.039 0.012
H 1.218 -3.321 0.879 -0.122 -0.010 -0.033
H 2.392 -2.318 1.698 0.156 -0.103 -0.004
H 2.561 -1.738 4.643 -0.026 0.034 -0.019
H 3.221 -1.080 3.138 -0.020 -0.013 -0.013
H 2.935 -0.020 4.506 0.005 -0.026 -0.015
H -0.783 -0.004 4.426 0.125 0.016 -0.010
H 0.637 0.803 5.105 0.015 -0.047 0.004
H 0.327 -0.897 5.489 0.012 0.036 -0.028
H 1.892 0.508 1.716 0.039 -0.024 -0.002
H 0.236 0.957 2.148 0.136 -0.057 0.118
H 1.600 1.534 3.130 -0.014 -0.013 -0.041
H -1.058 -2.443 5.111 -0.023 -0.061 -0.053
H -2.123 -2.881 3.777 0.050 -0.033 -0.007
H -1.485 -4.144 4.852 0.018 0.024 -0.004
H 1.311 -3.310 5.133 -0.012 0.000 -0.039
H 0.945 -4.941 4.571 0.005 0.031 0.006
H 2.075 -3.932 3.660 -0.026 0.002 -0.005
H -1.102 -4.077 1.612 0.029 0.023 0.062
H 0.435 -4.907 1.892 -0.003 -0.002 -0.001
H -0.963 -5.282 2.899 0.033 -0.004 -0.013
H 4.192 -1.701 1.003 -0.007 -0.012 0.012
H 6.106 -0.820 -0.270 -0.003 0.002 0.007
H 5.760 0.349 -2.418 -0.011 0.001 0.005
H 3.476 0.663 -3.312 0.042 -0.052 0.010
H 1.835 4.002 -3.715 -0.006 0.011 0.016
H 2.891 4.037 -2.297 -0.010 -0.016 -0.040
H 2.645 2.523 -3.166 -0.037 0.116 0.026
H 0.000 5.074 -2.347 -0.007 -0.030 -0.013
H -0.563 4.310 -0.868 -0.021 -0.038 0.038
H 1.047 5.056 -0.917 -0.047 -0.011 -0.067
H 2.224 1.721 -0.782 -0.087 0.145 0.063
H 1.960 3.277 0.008 0.015 -0.033 -0.013
H 0.673 2.076 -0.006 -0.004 0.037 -0.021
C -3.030 2.049 4.175 0.001 -0.061 -0.040
C -2.387 2.657 3.096 0.004 -0.047 -0.098
C -2.056 1.936 1.964 -0.128 0.251 0.151
C -2.358 0.566 1.850 0.446 -0.327 -0.285
C -3.024 -0.040 2.935 -0.105 0.128 0.160
C -3.347 0.699 4.067 -0.019 -0.043 -0.099
N -1.910 -0.126 0.750 -0.247 0.308 0.226
N -2.474 -1.402 0.660 0.126 0.120 0.262
C -1.974 -2.157 -0.267 0.072 -0.553 -0.353
C -2.666 -3.428 -0.505 0.216 0.377 0.027
C -2.458 -4.151 -1.620 0.175 -0.069 -0.352
C -1.502 -3.742 -2.627 -0.301 -0.256 0.219
C -0.759 -2.638 -2.400 0.018 0.239 0.368
C -0.881 -1.823 -1.203 0.002 0.632 -0.195
H -3.302 2.619 5.056 0.015 -0.016 -0.005
H -2.165 3.719 3.120 0.009 -0.022 0.017
H -1.604 2.448 1.122 0.019 0.016 -0.064
H -3.286 -1.084 2.854 -0.005 0.017 0.005
H -3.861 0.203 4.885 -0.001 -0.003 -0.006
H -3.405 -3.717 0.232 -0.030 -0.001 0.018
H -3.035 -5.057 -1.777 0.019 -0.005 -0.022
H -1.375 -4.315 -3.536 -0.054 -0.018 0.017
H 0.014 -2.380 -3.119 0.008 0.060 -0.019
Se -3.303 3.923 -1.364 0.119 -0.162 -0.051
Te -5.294 2.414 -1.569 0.034 0.093 0.031
Te -4.382 -0.169 -1.782 -0.553 -0.079 -0.541
Se -4.672 -0.812 -4.184 0.066 0.013 0.157
```
Forces are in eV/Å.



ORCA calculation (wB97M-V/def2-TZVPD) on the molecule C5H11NOS.

Properties
total charge: 0
ΔE to the lowest compared entry with this formula, charge and spin: 70.98 kcal per mole
SMILES string: COC1(SC)CNC1
total energy: -19734.0175 eV
HOMO: -8.6 eV
frontier orbital gap: 9.4754 eV

```
19
Properties=species:S:1:pos:R:3:forces:R:3
C -1.044 1.961 -0.279 0.822 0.228 -1.583
O -0.250 1.058 0.564 -1.688 1.473 -0.646
C 0.323 -0.041 -0.040 -0.229 0.302 -1.229
S -0.839 -1.228 -0.945 1.013 0.839 0.653
C -1.950 -1.390 0.432 0.061 -0.188 1.720
C 1.512 0.205 -1.008 0.543 -0.101 0.510
N 2.223 -0.869 -0.231 1.429 0.082 0.731
C 1.269 -0.764 0.905 -0.106 -1.737 -0.319
H -1.562 2.724 0.309 0.420 -0.442 0.461
H -1.829 1.438 -0.875 0.676 -0.044 0.520
H -0.419 2.564 -1.066 -0.653 -1.302 1.463
H -2.721 -2.128 0.119 0.412 0.552 0.582
H -2.381 -0.371 0.589 -0.011 -1.053 0.218
H -1.384 -1.725 1.426 -1.315 0.570 -2.156
H 1.329 0.003 -2.072 0.167 -0.301 0.260
H 1.950 1.220 -0.953 -0.246 -0.354 0.341
H 3.192 -0.719 0.151 -1.238 0.174 -1.289
H 0.906 -1.789 1.252 0.497 1.397 -0.119
H 1.676 -0.149 1.722 -0.552 -0.095 -0.118
```
Forces are in eV/Å.



Max |F| for every record listed, in sequence, given in Eh/bohr: 0.0242, 0.0196, 0.0503.